A 7-piece molecular cluster, C56H117N6O8 overall. Source: the OMol25 dataset; level of theory: wB97M-V/def2-TZVPD.

Geometry as ORCA input:
```
! RIJCOSX wB97M-V def2-TZVPD def2/J DEFGRID3
* xyz 0 2
C 2.412 -1.164 -3.278
H -0.161 -5.959 0.729
H 0.826 -3.419 4.998
H 4.505 -0.778 -3.496
H -1.185 -2.880 -5.875
H -4.063 -1.614 6.323
H -2.994 -2.414 -1.366
H -4.833 -3.802 -6.869
H 2.630 2.326 4.456
H -1.486 -5.164 1.578
H -5.511 -2.933 -5.610
H 4.700 -2.602 -5.392
C -3.418 -3.585 -3.154
H -3.861 -5.383 -5.390
H 3.118 0.846 -3.939
H 0.728 -4.982 4.255
H 0.487 5.988 -2.035
H 2.534 0.841 -2.281
C 5.474 2.175 4.379
H -1.235 -2.977 0.853
H 6.624 4.506 3.780
H 4.715 1.433 4.625
H 5.122 -4.153 2.526
C 2.372 0.416 -3.272
H 3.200 -4.444 4.265
H 0.723 -4.060 -5.169
C -1.276 5.527 -0.031
C -4.655 -3.575 -5.818
H -0.518 5.983 0.605
O 0.676 -1.323 -4.945
C 2.908 -4.473 2.245
N -3.332 -2.513 -4.123
C -0.503 1.108 0.505
H -3.750 9.185 -2.985
H -2.810 -0.704 -6.401
C -2.111 -4.391 -2.992
C -1.508 0.357 7.498
H -1.552 8.821 -2.727
H 2.488 -3.698 -0.410
H 2.681 0.479 0.123
H 4.689 -4.397 0.877
H 0.190 0.318 0.216
H -2.169 -5.381 -3.445
H -4.639 -2.288 -1.754
C 1.044 -3.954 4.074
H -4.400 -5.524 -3.024
H 1.498 -2.826 -1.978
H -4.055 8.815 -1.268
C 1.472 -1.754 -2.176
H -3.005 -1.649 3.510
H -5.261 -0.548 4.445
H 7.202 3.623 2.571
N 4.899 2.114 2.024
H -2.348 -1.617 5.838
H -0.139 3.097 5.850
C 4.046 -3.191 -4.749
C 6.230 3.976 2.914
H -0.142 2.517 7.480
H 6.084 1.822 0.676
H -1.489 0.940 8.419
H -0.165 -3.462 -0.472
C -3.263 6.832 -3.884
H -1.896 -4.411 -5.720
H -1.008 4.487 -0.216
O -2.431 2.258 -0.438
C 3.908 -1.521 -2.968
C 3.720 0.035 2.868
H -1.994 -3.504 -7.215
H -3.894 7.068 -4.740
C -2.863 -0.426 7.452
H -0.711 -0.343 7.750
C -2.085 8.923 -1.782
H 3.290 0.258 3.844
O -1.924 0.369 -1.282
C -1.498 7.923 -0.757
H -2.977 -0.044 2.643
C 4.217 -2.981 -3.219
C 0.412 -3.992 1.600
H -0.107 -0.631 5.350
H -0.463 6.700 -3.245
H 4.378 -4.149 -5.148
C -1.157 1.129 6.152
H -2.015 -4.688 -1.948
H -0.833 -3.242 3.312
H -2.992 -1.191 8.218
N 1.862 -4.127 1.274
H 2.111 -5.095 -4.917
H -4.127 -3.743 -1.030
C 3.688 1.287 1.933
C -4.528 -4.559 -3.515
C 1.691 -4.119 -4.672
H -0.736 5.079 -2.845
H 1.619 1.364 2.654
C 4.321 -3.969 1.810
C -3.817 -3.004 -1.769
H -1.242 -3.844 -3.356
H 0.416 -1.556 -2.355
H -0.391 -6.070 2.472
H 1.584 -2.733 -7.103
C -3.185 -0.992 6.148
C 0.207 -3.286 2.988
O -3.320 4.754 -1.784
H 5.549 2.739 5.309
C -1.559 6.405 -1.238
C -3.383 -2.773 -5.603
H 4.117 4.492 4.181
H 6.418 1.629 4.364
H -5.427 5.826 -3.101
H 1.058 0.682 5.661
O 6.051 1.494 1.578
O 2.155 -4.503 -0.007
H -1.689 -0.631 3.698
C 3.632 0.916 0.427
H 1.285 -4.115 -3.661
H -2.566 2.920 4.534
C -2.094 -3.422 -6.133
H 1.974 -6.455 2.792
H 3.573 4.453 2.543
H 2.915 -2.814 3.660
H 2.835 -3.893 -7.091
H -5.561 6.517 -1.543
H 4.759 -0.292 2.906
C -3.487 8.530 -2.154
H -0.453 8.196 -0.908
C -0.546 6.045 -2.377
H 0.351 -2.208 2.909
C 2.377 2.101 2.390
N -2.368 1.277 5.266
C -2.770 -0.586 3.565
C -1.713 1.261 -0.445
H 5.173 -3.404 -2.910
O -2.210 2.083 4.227
C -3.725 7.024 -2.466
H 3.244 -6.535 1.660
H -2.955 4.490 -2.631
H -4.429 -0.865 -5.921
C -3.626 -1.426 -6.401
C 2.537 -2.915 -5.140
C -0.194 -3.067 0.543
H 0.721 -0.644 -5.623
H -1.497 -1.945 -3.848
H 3.415 -3.517 -2.710
C -5.271 6.761 -2.565
N 1.990 -1.626 -4.634
C -3.278 0.044 4.931
H 1.703 3.628 3.668
C 2.580 -2.909 -6.696
H -0.842 0.952 1.529
H 0.329 -2.111 0.584
H 4.396 0.161 0.240
H -5.922 7.585 -2.858
H -5.186 0.655 5.833
H 1.370 0.767 -3.518
H -2.077 5.687 0.691
H 0.020 0.741 4.365
H -5.494 -4.271 -3.102
C 3.841 3.807 3.379
H -4.986 1.206 4.334
C 2.558 -3.843 3.621
C 0.022 0.449 5.415
C -4.751 0.303 4.897
C 2.567 2.970 3.578
H -5.540 -5.526 -5.241
H -3.897 -1.584 -7.445
H -1.632 3.169 6.724
H -3.069 5.783 -4.106
H 3.714 -6.189 3.277
H 3.080 -0.790 2.557
H 5.943 4.797 2.258
H 3.847 1.756 -0.234
C -0.420 -5.389 1.622
O -2.363 -1.533 -3.798
C -0.746 2.553 6.573
N -2.973 6.098 -1.593
H 4.107 -1.416 -1.901
H -2.078 9.915 -1.329
H 0.108 1.985 0.293
H -1.730 8.159 0.282
H 1.597 -1.300 -1.193
H -2.386 7.437 -4.116
C 5.101 2.990 3.134
H -3.599 0.356 7.640
C 2.928 -5.988 2.549
C -4.720 -4.862 -4.966
H 4.350 -2.881 1.755
H 2.023 2.670 1.531
H 3.230 -2.106 -7.045
*
```

Calculated values
Lowest unoccupied orbital energy (spin up / spin down)   0.45 / -2.73 eV
Expectation value of S²   0.756
Orbital gap (spin up / spin down)   8.4 / 5.2 eV

***

C29H34BCrN6PS3 as an isolated structure. Source: the OMol25 dataset; level of theory: wB97M-V/def2-TZVPD.

Geometry as ORCA input:
```
! RIJCOSX wB97M-V def2-TZVPD def2/J DEFGRID3
* xyz 1 2
H 4.053 3.972 -1.360
N 1.673 -2.517 -2.087
H -1.081 0.786 -3.952
H 1.704 -3.543 -3.973
C 2.810 2.505 -2.319
H 3.739 -2.194 -2.179
H 4.834 -0.874 3.390
H 2.755 -1.186 -3.267
H -0.627 2.079 -2.819
H 2.819 -0.617 2.003
S 1.087 -1.603 0.433
H -1.762 -4.916 -0.830
C 2.294 1.299 2.836
H -0.320 -5.021 0.566
C 2.732 3.028 0.034
H -5.131 0.322 -2.215
C 1.702 2.102 0.177
C 2.812 -1.630 -2.276
C -2.025 -3.680 2.055
C 1.260 1.349 -0.910
H -1.472 2.481 -4.327
C -5.242 1.342 -1.840
H -5.416 2.027 -2.672
C 1.816 1.547 -2.168
C -0.868 5.125 2.464
H 4.040 2.900 5.246
C -0.095 2.845 2.402
C -0.941 2.540 3.467
C 3.775 2.133 4.532
C 0.913 -2.627 -0.979
C -1.740 3.522 4.028
H -4.162 1.855 -0.071
H -4.429 -0.398 1.527
H 0.594 4.390 1.080
C 0.211 -4.104 -2.438
C -2.688 -2.667 2.656
P 0.902 1.506 1.700
C -3.425 -0.378 1.954
H -2.845 0.430 1.504
B -0.959 -4.308 -0.168
C -1.707 4.816 3.522
H -6.114 1.377 -1.193
S -1.575 2.267 -0.436
H -1.732 -4.642 2.430
C -1.378 1.746 -3.529
H 3.249 2.674 -3.294
C -2.841 1.829 -1.537
H 2.781 -0.848 -1.523
H -3.104 -2.572 3.641
H 2.016 3.167 3.870
C 3.086 0.157 2.711
H -0.837 6.131 2.069
C 4.223 0.012 3.489
N -2.646 1.611 -2.833
C -0.058 4.144 1.907
C 3.267 3.242 -1.225
H 3.110 3.570 0.894
H -2.332 5.583 3.957
C 1.239 -3.442 -3.011
H 1.498 0.961 -3.022
N -2.761 -1.651 1.731
H -0.405 -4.900 -2.811
Cr -0.162 0.206 -0.105
S -2.073 -1.051 -0.836
N -1.703 -3.290 0.776
H 5.453 0.892 5.009
N 0.024 -3.601 -1.171
H -3.493 -0.215 3.027
H -3.446 1.352 -3.391
N -4.083 1.741 -1.067
C 2.634 2.285 3.754
C -2.163 -2.057 0.588
C 4.568 1.004 4.399
H -2.384 3.284 4.864
H -0.968 1.532 3.869
*
```

Calculated values
Lowest unoccupied orbital energy (spin up / spin down)   -3.18 / -2.60 eV
Relative energy (zero: lowest compared OMol25 entry of this formula, charge and spin)   0.0000 eV
Expectation value of S²   0.769
Orbital gap (spin up / spin down)   7.5 / 8.1 eV